Record 1
# C19H20N4O2

C19H20N4O2 in the gas phase at a distorted geometry (the ωB97M-V functional and the def2-TZVPD basis, OMol25).

Each line ends with the Löwdin charge.
CARTESIAN COORDINATES (ANGSTROEM)
C: 3.30284 3.75643 2.00071  -0.080
H: 1.11198 -0.74101 2.00976  0.152
C: 3.18920 3.80090 0.58901  -0.007
N: 1.92756 0.28669 0.19530  0.063
C: -3.43087 -1.40518 0.55826  -0.352
O: 2.00937 -1.01670 -1.68744  0.081
C: -3.37880 -3.61001 -2.33178  -0.124
H: 0.88842 -2.53518 0.21701  0.116
C: 2.56447 1.41422 0.78056  -0.186
H: -0.60092 0.87402 0.06214  0.122
C: 0.19431 -1.72450 0.35223  -0.152
H: -4.60643 -3.40255 -4.08833  0.101
C: 3.20415 2.53392 2.78929  -0.072
N: -2.10259 -1.29304 1.11349  -0.038
C: 0.80548 -0.43392 0.96707  -0.206
H: 3.35921 4.69099 2.53095  0.082
C: 2.93669 1.32435 2.16250  -0.016
H: -0.06709 -1.56679 -0.64435  0.086
H: 2.85399 0.36446 2.68174  0.112
H: 0.03065 1.40329 1.55663  0.111
C: -1.69137 0.00609 1.68343  -0.116
C: -1.05648 -2.30828 0.94305  -0.167
H: 2.84817 1.10486 -3.11523  0.158
C: -4.67023 -1.39940 -1.57302  -0.046
C: 2.13100 0.06165 -1.17373  -0.383
C: 2.95542 1.16456 -1.96177  -0.116
H: -5.10252 -0.40128 -1.34471  0.136
H: -2.47048 0.77401 1.64642  0.113
H: 3.34043 4.67248 -0.02673  0.102
H: 3.89985 0.93031 -1.70051  0.082
C: -3.73643 -1.99986 -0.75730  -0.150
H: 3.37891 2.60822 3.86697  0.100
C: 2.82391 2.53453 -0.01204  -0.134
O: -4.20767 -0.55466 0.89190  0.069
N: -4.97678 -1.94736 -2.77037  0.090
C: -0.35721 0.52681 1.05720  -0.130
H: -1.47644 -3.17602 0.35230  0.120
H: -2.87644 -4.30556 -2.89616  0.086
H: 1.41604 2.46664 -1.70079  0.131
H: 2.96098 3.21890 -2.22950  0.124
H: -0.77030 -2.79236 1.91257  0.125
C: 2.51317 2.49774 -1.52818  -0.153
N: -3.15305 -3.20278 -1.11233  0.141
C: -4.36908 -3.06056 -3.10951  -0.128
H: -1.54501 -0.13908 2.84328  0.151

Atoms 1-6, force components in eV/Å:
C -0.431 -0.773 -0.265
H 0.217 0.649 -1.053
C -0.265 -3.428 1.853
N -0.866 -0.852 -0.359
C 3.209 2.564 0.350
O -1.032 -0.742 -0.389

E_LUMO (hartree): -0.0010
Structure (SMILES): O=C(c1cnccn1)N1CCC(N2C(=O)CCc3ccccc32)CC1
Net charge: 0
Energy relative to the best compared isomer or geometry (same formula, charge and spin) (kJ/mol): 335.3

=====

Record 2
# C5H10O

C5H10O in the gas phase at a distorted geometry (the ωB97M-V functional and the def2-TZVPD basis, OMol25).

Each line ends with the Löwdin charge.
CARTESIAN COORDINATES (ANGSTROEM)
H: -0.81702 -0.68661 2.32233  0.069
H: 0.01395 2.83725 -0.40694  0.076
H: -1.18513 0.06728 -1.62108  0.119
H: 0.54512 0.54324 -1.78382  0.111
C: 0.41548 2.09393 0.27993  -0.100
C: -0.19188 0.06862 -1.13298  -0.149
C: -0.15851 -0.93403 1.50281  -0.017
H: 1.24094 -1.58338 -0.70805  0.108
H: 1.48959 1.95864 0.11608  0.082
H: 0.89706 -0.67958 1.58013  0.079
O: -0.29473 0.86362 0.11698  -0.286
H: 0.30483 2.54386 1.30252  0.099
C: -0.61033 -1.59193 0.45034  -0.227
H: -0.17425 -2.19091 -1.57561  0.108
H: -1.68327 -1.74436 0.37154  0.102
C: 0.15440 -1.44962 -0.82334  -0.173

Atoms 1-6, force components in eV/Å:
H 0.121 -0.052 0.225
H 0.190 0.196 -0.203
H 0.472 0.312 0.262
H -0.048 -0.043 -0.033
C -0.014 -0.048 -0.361
C -0.037 0.534 0.205

E_LUMO (hartree): 0.0391
Structure (SMILES): C=CCCOC
Net charge: 0
Energy relative to the best compared isomer or geometry (same formula, charge and spin) (kJ/mol): 265.1